Model P:
Here is a gas-phase ion, C23H27N2 (charge +1) from the OMol25 dataset. Energies are from ωB97M-V/def2-TZVPD.

```
! wB97M-V def2-TZVPD RIJCOSX def2/J DEFGRID3
* xyz 1 1
C -3.7125 -2.4556 -0.9421
H 1.5072 -2.1155 3.5435
H -0.8683 0.7513 4.5927
C -2.6676 -0.3689 -0.3118
H 2.8315 -0.9640 3.0524
H 3.0724 2.6147 -3.4271
H 0.6398 -1.9487 1.3590
C -1.1712 -0.0362 -3.0515
C 0.5663 0.1006 -0.9618
C 1.1360 -0.0233 4.0386
H 0.1465 2.2095 1.8737
C -0.2502 1.0765 -5.0219
H -0.3193 1.3706 -6.0352
N 2.0460 1.3908 -2.1187
H -1.7210 0.6046 2.4538
C 0.9056 1.4517 -4.3612
C -3.7820 -1.0402 -0.7907
C -1.4546 -1.0902 -0.1573
H -2.4786 -4.3159 -0.8412
H -4.6956 -0.4551 -1.1200
C 1.7422 -1.1342 3.0906
H 2.5752 1.5659 3.4291
H -2.6277 0.7258 -0.3761
H 2.5428 0.8867 -0.1676
H -0.4442 -3.0343 -0.1252
C -2.5352 -3.1940 -0.6596
N 0.2021 0.0172 1.6329
C 0.8625 1.3553 1.9894
H 1.8955 -0.9271 0.8901
C -1.3917 -2.5214 -0.1945
H 1.6696 1.5542 1.2588
H -1.3813 -1.1292 2.3481
H 4.0519 1.2297 -2.7144
H -4.6311 -2.9736 -1.2549
C -0.3650 0.0058 0.3262
C 1.7469 0.8259 -0.8488
C -0.4279 -0.1547 4.1072
C 3.2856 2.0131 -2.4896
C -0.9073 -0.1583 2.6049
H 1.7733 1.9520 -4.7832
H 3.5827 2.6608 -1.6518
C -1.2592 0.3728 -4.4033
H 0.9040 2.1953 4.0333
C 1.0005 1.1223 -2.9905
H -2.1419 0.0816 -4.9711
H -0.9449 0.9996 0.2970
C 1.4620 1.4020 3.4606
H -1.9649 -0.6429 -2.6469
H -0.7083 -1.1151 4.6122
C 0.0237 0.3683 -2.3297
C 1.1318 -1.0030 1.6939
H 1.5474 -0.1031 5.0598
*
```

Results
SMILES string   Cn1cc([C@@H](c2ccccc2)[N+]23CCC(CC2)CC3)c2ccccc21
HOMO-LUMO gap   0.309 Eh
LUMO   -2.22 eV

Model Q:
Here is 2 unconnected molecules or ions with the total composition C23H27N2 from the OMol25 dataset. Energies are from ωB97M-V/def2-TZVPD.

```
! wB97M-V def2-TZVPD RIJCOSX def2/J DEFGRID3
* xyz 1 1
H -1.5952 -3.2387 3.8921
H -0.2475 -5.3161 3.7402
H -3.0357 2.6787 -0.5066
C -0.4902 -3.6492 1.2191
C -0.8787 -5.0003 1.6958
C -1.3017 -7.0318 2.9586
H -2.0242 -6.2238 -1.9359
H -0.3406 3.4268 1.9189
C -0.0728 0.3662 0.6180
C -1.9206 -7.6392 1.8463
H -2.0477 1.7852 -1.6806
C 1.0122 -3.0671 6.0751
C -2.4952 0.7100 0.1358
H -2.1843 -4.4888 -2.3490
C 0.4122 -2.6677 3.3264
H -2.3823 -8.6182 1.9488
C -1.5297 1.6474 2.1821
H 1.2423 -3.1995 7.1388
C 1.7486 -2.5624 3.8123
C 0.2580 1.6399 -0.1245
H -2.5834 -0.1360 -0.5534
C -0.5884 -3.0173 4.2591
C -0.3059 -3.1882 5.6100
H -0.6270 -5.3167 -2.5709
C -1.5173 -5.2539 -1.9279
H -2.3871 -7.4070 -0.2752
H 0.5315 -1.7951 1.3087
C -1.2080 2.9385 1.4734
H -1.1102 -3.4179 6.3152
N -1.4054 0.3985 1.2288
H -1.2571 -7.5852 3.8982
C -0.9184 2.6549 -0.0344
H 2.5585 -2.4221 3.1037
H 3.0719 -2.7420 5.5115
H -0.0047 -0.5058 -0.0461
C -0.6536 -3.6936 -0.1929
H 0.4512 1.4105 -1.1722
H 0.6718 0.1673 1.4006
N -1.1643 -4.8868 -0.5619
H -3.4380 0.7972 0.6863
C -0.7606 -5.7350 2.8666
H -0.8806 1.5130 3.0527
C -1.3519 -5.7075 0.5583
C 2.0309 -2.7904 5.1658
C -2.1984 1.9827 -0.6190
C 0.0935 -2.5785 1.9125
H -0.6840 3.5842 -0.5705
H -2.0647 3.6169 1.5380
H -0.3638 -2.9479 -0.9455
H -2.5685 1.6426 2.5282
C -1.9218 -6.9743 0.6122
H 1.1490 2.0905 0.3117
*
```

Results
HOMO-LUMO gap   0.230 Eh
LUMO   -4.85 eV

Which of them is the most stable? Correct choice: model Q.

Model P:
Here is 13 unconnected molecules or ions with the total composition H25O13 from the OMol25 dataset. Energies are from ωB97M-V/def2-TZVPD.

```
! wB97M-V def2-TZVPD RIJCOSX def2/J DEFGRID3
* xyz 0 2
H 0.5413 -0.4729 -3.3084
H 2.4419 -1.2087 1.5791
O -3.0821 0.0388 -0.4110
H -2.2195 2.1130 -2.4378
H 0.6209 -1.7451 0.4035
H -0.7211 -2.2436 -2.8281
O 2.3272 -1.8878 0.8509
H 2.5940 -2.6089 1.4386
H -1.8712 -2.1668 -1.9412
H 0.6413 -1.1929 -1.7534
O -0.7712 3.9318 1.9818
H -0.5457 -2.8898 0.0995
H -3.2937 0.3953 1.8235
O -2.4240 0.7894 1.9011
H -1.1154 0.7314 -2.8016
H -0.8032 1.0307 2.7085
H -2.8874 0.2914 -1.3634
H -2.6946 -0.8511 -0.3344
H -0.0152 1.2046 4.0562
H -0.5231 2.9989 1.8317
O -1.3906 -2.8492 -2.4191
H 4.0126 -0.3932 -0.8222
O 2.5386 0.5822 2.1952
H -2.2793 1.2898 1.0876
O -0.2968 -2.0744 0.5289
O 3.4030 -0.2586 -1.5474
O 0.4707 1.9143 0.6155
O 0.0665 1.1653 3.1021
H 0.6557 1.2417 -0.0554
H 0.8396 -2.7926 -1.9765
H 2.9812 1.4063 2.0006
H -0.7280 4.0416 1.0083
H 1.6695 0.6378 2.6247
H 1.1811 1.7866 1.2430
H 2.5993 -0.7695 -1.3749
O -0.1976 -0.5564 -2.6853
O -2.0263 1.2025 -2.6621
O 1.3113 -2.0195 -1.6148
*
```

Results
HOMO-LUMO gap (alpha / beta)   0.387 / 0.201 Eh
LUMO (alpha / beta)   -0.08 / -5.13 eV

Model Q:
Here is 13 unconnected molecules or ions with the total composition H25O13 from the OMol25 dataset. Energies are from ωB97M-V/def2-TZVPD.

```
! wB97M-V def2-TZVPD RIJCOSX def2/J DEFGRID3
* xyz 0 2
H 1.3619 1.1372 2.8441
O 2.9993 2.6010 -0.8384
H 2.7604 0.3841 -3.5489
H -1.1162 -0.3707 -3.1749
H -1.2630 -3.0828 -2.9666
O 0.9954 -0.9121 -1.5076
H -3.0232 -3.2163 1.0067
H -2.6556 -1.7251 0.7668
O 2.1839 0.9045 -4.1240
H 0.9595 -1.7023 4.0368
H 3.8497 2.2186 -0.5976
O -0.8161 0.3504 -3.7341
H -0.8540 2.6242 2.1852
H -0.7961 0.1747 0.4231
H -1.5236 -0.5853 3.8841
O 2.2928 0.8419 2.7835
H -1.1641 -1.8539 4.6855
H -0.6669 0.1186 -4.6507
H 2.2953 -1.0248 3.4388
O -0.4291 -3.5111 -2.7405
H 0.3793 -0.1497 -1.4470
O -3.2627 2.2574 -1.4649
O -1.1719 -0.6943 0.7562
O 1.8516 -1.8450 3.7091
H 2.3614 0.9607 1.8275
O -0.2972 1.3218 -0.4497
O -0.8390 -0.9918 4.4120
H 2.1467 1.7083 -3.5835
H -0.0173 -2.9403 -2.0836
H -0.9929 1.2300 -1.1340
H -0.4318 -1.3036 0.6650
H 2.3765 2.0011 -1.2513
H -2.4881 2.0651 -1.9999
H 0.9495 -1.1820 -0.5821
H -0.0319 1.9034 1.0960
O -3.2835 -2.3116 1.2185
H -3.9992 1.8832 -1.9562
O -0.0151 2.1709 2.0427
*
```

Results
HOMO-LUMO gap (alpha / beta)   0.351 / 0.177 Eh
LUMO (alpha / beta)   -0.71 / -5.44 eV

Which of them is the most stable? Correct choice: model Q.

Model P:
Here is C3H7ClO in the gas phase from the OMol25 dataset. Energies are from ωB97M-V/def2-TZVPD.

```
! wB97M-V def2-TZVPD RIJCOSX def2/J DEFGRID3
* xyz 0 1
C -0.8787 -0.9013 0.2966
H -0.0351 -0.2046 -1.4228
H -0.6668 1.5680 0.1506
H -0.9376 -1.8781 -0.2463
C 0.2590 -0.1488 -0.3274
H 0.9315 1.9023 -0.5598
H 2.0702 -1.0828 -0.5183
Cl -2.3539 -0.1306 -0.0471
H 0.5587 1.5828 1.2039
C 0.4076 1.3043 0.1179
O 1.3616 -0.9580 0.1143
H -0.7165 -1.0531 1.2384
*
```

Results
SMILES string   C[C@@H](O)CCl
HOMO-LUMO gap   0.407 Eh
LUMO   0.83 eV

Model Q:
Here is C3H7ClO in the gas phase from the OMol25 dataset. Energies are from ωB97M-V/def2-TZVPD.

```
! wB97M-V def2-TZVPD RIJCOSX def2/J DEFGRID3
* xyz 0 1
C 0.2503 -1.0108 0.5302
H -0.0747 -1.8516 -0.1634
H -0.6753 1.4424 -0.6877
H -0.9994 1.0800 -2.2358
Cl -0.9039 -0.1530 1.5745
C -0.1208 1.2233 -1.6631
C 1.1127 -0.0611 -0.4053
H 2.1573 -0.5493 -0.4306
O 0.6013 0.0140 -1.6888
H 1.2646 0.8226 0.2720
H 0.9510 -1.4126 1.2724
H 0.4792 2.0496 -2.0523
*
```

Results
SMILES string   COCCCl
HOMO-LUMO gap   0.401 Eh
LUMO   1.02 eV

Which of them is the most stable? Correct choice: model P.

Model P:
Here is C11H23N3O3 in the gas phase from the OMol25 dataset. Energies are from ωB97M-V/def2-TZVPD.

```
! wB97M-V def2-TZVPD RIJCOSX def2/J DEFGRID3
* xyz 0 1
H -1.4477 1.2816 -2.7872
N -2.8475 0.3735 -1.5114
H 3.7672 -0.7531 0.3351
O -0.2890 -3.6211 0.8332
H 2.3706 -1.7457 -0.2016
C 3.5882 -2.3580 1.5612
H 3.4287 -2.1666 2.6168
C 2.8693 -1.2594 0.6994
H -3.3227 0.3544 -0.6529
C -0.1462 -1.2119 0.4730
N 3.0957 -3.6782 1.0669
C -1.2856 3.7518 -2.2021
H 4.6665 -2.4449 1.3394
C -0.9621 -2.5206 0.5443
C -2.2807 2.7684 -1.4040
H -2.4058 4.0782 0.2329
H -0.0968 0.0316 1.9907
C -0.6769 0.8777 -0.9858
H 1.9368 0.6040 0.8113
H -0.3853 3.7803 -1.4750
H -3.4352 2.6647 0.4525
C 0.6129 -0.7740 1.6715
H -1.8758 -0.5679 -0.5596
H 0.6478 -1.4594 2.4767
H 2.3721 -0.0626 2.4757
H -1.0831 3.3469 -3.2507
O 0.3383 1.5093 -0.9629
C -2.5021 3.0461 0.0855
H 3.9410 -4.2663 1.3851
H -1.7570 4.7076 -2.2932
H -3.1992 2.9556 -1.8348
N -1.0473 -0.1877 -0.0806
H 0.6219 -3.2941 0.7565
C 1.9870 -0.2273 1.4613
H 0.5469 -1.4145 -0.3415
H -3.4275 -0.0805 -2.2367
C -1.8163 1.3474 -1.7751
H 3.3377 -3.4998 0.0822
O -2.1738 -2.5968 0.4392
H -1.6648 2.7116 0.7646
*
```

Results
SMILES string   CC(C)[C@H](N)C(=O)N[C@@H](CCCCN)C(=O)O
HOMO-LUMO gap   0.352 Eh
LUMO   0.77 eV

Model Q:
Here is C11H23N3O3 in the gas phase from the OMol25 dataset. Energies are from ωB97M-V/def2-TZVPD.

```
! wB97M-V def2-TZVPD RIJCOSX def2/J DEFGRID3
* xyz 0 1
N -3.4733 1.1996 -0.5336
H 1.7597 -2.6643 -1.5704
H -0.7931 2.6833 2.3665
H -3.8661 1.7251 -1.3456
H -0.1929 -1.0213 -0.6415
C 0.4769 0.5897 -1.8399
C 1.6637 -2.1583 1.3136
H -1.8451 -0.7955 2.5220
H 2.2688 -0.4332 0.5429
H -0.8696 -0.7933 1.1472
O -0.1980 2.6914 -0.5099
H 0.0318 -1.4387 -2.4480
O 0.6664 1.1965 -4.1528
C -2.3397 1.8254 0.1712
H -0.8139 1.1360 3.2089
N 2.4370 -1.9553 2.4649
H -2.4464 2.8750 0.3479
H 3.3675 -1.7433 0.1445
H 1.3709 -3.2166 1.0886
H 0.7827 -1.7108 1.3509
H 2.9518 1.1918 -3.7658
C -1.1489 1.9238 -0.7401
H -2.9698 1.0471 1.9921
C 0.5052 -0.9208 -1.5638
H -4.1860 1.1731 0.1937
C -1.8302 -0.4666 1.4860
C 1.8477 -1.6000 -1.3013
N -0.9065 0.9747 -1.7263
H -2.5552 -0.9510 0.8033
C -0.8389 1.6152 2.2644
H 2.6018 -1.1206 -1.8307
H 3.2619 -2.4904 2.4091
H 0.1162 1.2114 1.8521
C 1.1455 0.9661 -3.0826
C 2.2857 -1.4951 0.1180
H 1.9816 -2.2008 3.3255
H -1.6804 0.2254 -1.5799
H 0.9854 0.9678 -0.9688
C -2.0526 1.0561 1.4348
O 2.4984 0.9016 -2.9471
*
```

Results
SMILES string   CC(C)[C@H](N)C(=O)N[C@@H](CCCCN)C(=O)O
HOMO-LUMO gap   0.374 Eh
LUMO   0.77 eV

Which of them is the most stable? Correct choice: model Q.

Model P:
Here is 9 unconnected molecules or ions with the total composition C10H38N10O9 from the OMol25 dataset. Energies are from ωB97M-V/def2-TZVPD.

```
! wB97M-V def2-TZVPD RIJCOSX def2/J DEFGRID3
* xyz 0 1
O -3.1834 1.0611 1.5140
H 3.8826 -0.2399 -3.7210
H 0.9266 5.3011 1.5070
C -1.1914 1.1571 -0.8360
H -2.3484 -4.5389 -2.9990
H 5.6556 -1.7399 -0.6800
O -1.1254 2.7681 4.1630
C -3.6634 2.3231 1.9260
O 3.3076 0.8051 0.2950
H 0.6276 3.5821 1.9930
O 0.6336 -0.9619 -4.2240
O 4.2586 -3.7949 -0.8720
C 2.1356 0.3671 0.8990
H -2.3614 -2.6759 1.7180
N 1.6626 1.0211 1.8910
H -3.2554 -3.7289 -1.7810
C 3.8766 -2.4479 -1.0500
H 0.8686 0.5281 -2.4450
O -2.3514 1.4291 -1.4900
N 3.0666 -0.6899 -4.1430
N 1.8456 0.3271 -2.6690
H -0.9364 -0.5859 -1.6950
N -0.7144 0.6721 3.0230
O -1.3064 -2.1619 -2.7190
N 1.4766 -0.7619 0.6180
H 1.0156 -1.2399 1.3790
H 1.9256 -1.2399 -0.2290
O -1.1174 -2.8319 0.1190
H -1.2224 4.2301 2.9890
H -1.3584 2.6441 0.4350
H 0.7786 1.6591 5.6320
H 1.9576 -2.8249 -1.6340
H -2.4384 -2.3619 -4.4810
H 1.0286 4.6481 3.2620
H -4.0824 -4.1159 -3.2970
N 2.6936 -2.0799 -1.4450
H 2.4876 1.1251 -2.4590
H -2.8854 1.1821 0.5740
H 3.1546 -1.3929 -4.8960
H 2.2626 1.7931 2.2870
N -0.4554 0.1271 -1.1210
N -0.7744 1.8271 0.1800
C -2.5614 -2.4189 -3.3330
H -3.0404 -1.9399 0.1110
H -2.8384 3.0481 2.3050
H -0.2094 -2.6489 0.4730
H 0.1546 1.6441 0.5950
H -0.7594 -1.8129 -3.3840
C -2.1744 -2.1139 0.7680
N 0.4186 1.0691 4.8530
O -0.8314 4.6451 2.2250
H -1.6824 -1.1329 0.9680
C -3.0924 -3.7569 -2.8750
H 0.7246 0.8171 2.3380
H 1.0706 0.3211 4.5640
C 1.8396 -0.4549 -3.7240
H 4.4216 -0.4889 -1.0400
H -4.3394 2.8041 1.2280
H 0.3126 -0.2189 -0.5340
H -4.2704 2.0641 2.8390
C 0.5406 4.5771 2.3230
H 2.5066 -1.1749 -1.8680
H -3.2064 -1.5879 -2.9970
C -0.5144 1.5491 4.0230
N 4.6946 -1.4639 -0.9630
H -0.4824 -0.2969 3.2230
H -1.4374 0.8051 2.3650
*
```

Results
SMILES string   NC(N)=O.NC(N)=O.NC(N)=O.NC(N)=O.NC(N)=O.CCO.CO.CO.CO
HOMO-LUMO gap   0.324 Eh
LUMO   -0.55 eV

Model Q:
Here is 9 unconnected molecules or ions with the total composition C10H38N10O9 from the OMol25 dataset. Energies are from ωB97M-V/def2-TZVPD.

```
! wB97M-V def2-TZVPD RIJCOSX def2/J DEFGRID3
* xyz 0 1
O 27.5006 -15.2871 1.3185
H 30.8691 -12.1463 8.3733
H 28.6219 -13.6810 1.0903
H 26.2840 -12.0467 3.5538
N 28.1945 -10.6426 5.4681
N 29.8012 -9.1883 -0.9434
N 27.9079 -11.0475 1.3158
H 30.8373 -11.3619 6.7964
H 26.6088 -7.7091 5.8038
H 27.2755 -11.4027 -1.6999
O 29.0664 -11.3562 7.9396
H 26.9374 -14.9045 0.7002
H 31.7507 -11.7165 2.8527
C 30.2702 -8.4192 7.4406
H 31.4956 -9.2535 4.0981
C 27.7437 -7.9262 4.0424
H 30.0900 -11.9773 2.5683
N 27.8634 -11.1461 -0.7968
N 29.7858 -9.1333 1.1597
H 29.2263 -10.5613 8.3998
O 31.3689 -10.4247 0.2228
H 30.1345 -9.4864 -1.8843
N 26.7825 -8.4285 3.3511
H 29.9035 -14.1310 3.3445
H 28.2162 -8.6708 7.8637
N 30.0757 -8.4711 6.1790
H 31.3991 -7.4162 2.6669
H 27.4857 -11.2113 2.2751
H 28.6188 -10.7873 6.4355
O 29.0230 -7.7716 3.4727
H 29.2717 -8.3200 -0.9971
H 29.2005 -15.6839 3.3178
H 32.9489 -6.9526 3.2099
C 29.4408 -14.8661 2.6610
H 29.2172 -8.4658 9.1556
N 29.1606 -8.3752 8.1455
H 26.8845 -8.5980 2.3154
C 30.4145 -9.5650 0.1432
H 28.3414 -7.5643 5.8360
H 32.8524 -8.3629 2.3289
H 30.8067 -8.3507 5.4492
H 29.4749 -9.2386 5.7923
O 26.0998 -12.2868 0.3508
H 30.1375 -9.4360 2.0608
C 30.2496 -11.9332 7.5542
C 27.6979 -11.6367 4.8241
H 28.5341 -10.3835 -0.7569
C 27.3236 -11.5787 0.3136
O 31.5079 -8.2400 8.0762
H 27.6256 -13.6314 2.4384
H 30.1289 -15.1655 2.0009
C 32.3447 -7.7918 3.0923
N 26.9434 -11.3037 3.8098
O 32.0211 -8.4816 4.3096
H 26.6695 -10.3297 3.6033
C 30.7906 -11.6936 3.2905
O 27.8810 -12.9772 5.0921
H 27.7214 -9.7076 5.2460
C 28.2544 -14.2436 1.8847
H 29.9296 -12.8388 7.0904
H 25.6963 -8.3382 3.5947
O 30.4162 -10.3723 3.6633
H 28.7013 -10.4258 1.2632
H 29.3095 -8.2550 1.2023
H 30.7867 -12.4109 4.0717
H 29.5877 -10.4306 4.1960
N 27.4833 -7.8807 5.3143
*
```

Results
SMILES string   NC(N)=O.NC(N)=O.NC(N)=O.NC(N)=O.NC(N)=O.CCO.CO.CO.CO
HOMO-LUMO gap   0.302 Eh
LUMO   -0.83 eV

Which of them is the most stable? Correct choice: model P.

Model P:
Here is 2 unconnected molecules or ions with the total composition C2H9N2O2S from the OMol25 dataset. Energies are from ωB97M-V/def2-TZVPD.

```
! wB97M-V def2-TZVPD RIJCOSX def2/J DEFGRID3
* xyz 1 1
H 0.7166 -1.5137 -1.6867
H 1.0396 1.0466 -0.6799
H -0.3354 0.2269 1.3647
C -0.0095 1.2565 -0.4477
H -0.9688 1.8338 1.3272
H 0.6760 1.6085 1.4899
H -1.8173 -0.0089 -0.6440
N -0.1718 1.2659 1.0280
O -0.3949 -1.2336 1.4672
H -0.9254 0.3122 -2.2053
O 1.9144 -1.0600 0.7092
N 0.0371 -1.5211 -0.9435
H -0.2331 2.2537 -0.8472
H 0.7298 -3.0470 0.6511
S 0.6374 -1.6845 0.5468
C -0.8948 0.2646 -1.1298
*
```

Results
HOMO-LUMO gap   0.385 Eh
LUMO   -4.39 eV

Model Q:
Here is a gas-phase ion, C2H9N2O2S (charge +1) from the OMol25 dataset. Energies are from ωB97M-V/def2-TZVPD.

```
! wB97M-V def2-TZVPD RIJCOSX def2/J DEFGRID3
* xyz 1 1
H 1.8898 1.7753 -0.5659
O -2.6090 0.7287 -0.0584
N 0.8602 -0.3207 -1.6262
H 1.7974 -0.6817 -1.5970
H 2.1887 0.1896 0.4700
H -2.4832 -0.2024 2.0351
C 1.5368 0.9296 0.2245
C 0.2606 0.3796 -0.5491
H 1.2556 1.2793 1.2197
H -0.3200 -1.3427 0.8686
H 0.6084 -0.0761 -2.5671
H -0.3880 1.0785 -0.7784
N -0.7251 -0.7656 0.1976
H -3.2702 -1.9260 -0.3426
O -3.2849 -1.5584 0.5407
S -2.2537 -0.3818 0.6567
*
```

Results
SMILES string   C[C@@H](N)[NH+]=[S@@H](=O)O
HOMO-LUMO gap   0.372 Eh
LUMO   -3.73 eV

Which of them is the most stable? Correct choice: model P.